{
  "formula": "C11H18O",
  "method": "the ωB97M-V functional and the def2-TZVPD basis",
  "symbols": ["C", "C", "C", "C", "C", "C", "O", "C", "C", "H", "H", "H", "H", "H", "H", "H", "H", "H", "H", "C", "C", "C", "H", "H", "H", "H", "H", "H", "H", "H"],
  "positions_angstrom": [[2.769079, -0.310408, -2.012573], [1.308012, -0.014813, -1.876389], [0.975966, 0.586464, -0.474934], [1.634576, 1.858349, -0.222640], [1.398032, 2.498498, 0.968803], [0.691708, 1.733524, 1.964154], [0.170222, 2.363121, 3.093406], [0.505402, 0.333172, 1.776086], [0.450573, -0.222017, 0.517720], [2.961692, -0.785689, -3.009954], [3.393347, -0.849457, -1.247299], [3.352206, 0.644427, -2.043466], [1.030750, 0.685444, -2.796659], [0.603582, -0.908084, -2.096081], [2.243347, 2.353151, -0.974718], [1.634988, 3.491881, 1.286794], [0.454896, 3.295412, 3.130963], [0.290495, -0.279708, 2.597956], [0.090427, -1.263953, 0.496395], [-3.701781, -3.415462, -1.265876], [-2.412937, -2.816313, -0.752267], [-2.530083, -1.225894, -0.766042], [-4.296847, -2.575111, -1.619321], [-3.560196, -4.162175, -2.011047], [-4.261983, -4.151979, -0.589832], [-1.380428, -3.063484, -1.084442], [-2.510518, -3.215875, 0.372706], [-1.673916, -0.432383, -0.534681], [-3.178890, -0.733899, -0.038466], [-3.086015, -0.984084, -1.722357]],
  "atomic_forces_ev_per_a": [[2.531, 0.088, -1.050], [-2.634, 0.201, -0.912], [2.230, 0.307, -2.728], [-1.469, -1.129, -0.013], [-1.680, -1.939, 1.910], [0.521, 0.126, -0.674], [0.801, -0.482, -0.416], [-0.712, 2.400, 0.695], [1.024, 0.742, 0.618], [-0.039, 0.232, 0.841], [-1.456, -0.064, -0.341], [-0.611, -0.428, -0.190], [0.498, -0.992, 2.102], [1.342, 1.074, 0.636], [-0.323, -0.268, -0.158], [0.486, 0.590, -0.476], [-0.052, -0.665, -0.186], [-0.707, -0.483, 1.263], [0.475, 0.678, -0.784], [-0.613, -1.413, -0.086], [0.452, 1.081, 4.579], [0.047, 1.661, -0.366], [-0.602, -0.592, -0.099], [0.409, -0.021, -1.587], [0.588, 1.865, 0.006], [-1.132, -0.455, -0.390], [1.161, 1.270, -1.964], [-0.962, -2.458, -1.331], [-0.736, -1.046, 0.446], [1.163, 0.124, 0.655]],
  "lumo_ev": 0.843,
  "de_lowest_kcal_mol": 72.4,
  "e_homo_ev": -8.09,
  "largest_force_ev_per_a": 4.73,
  "gap_ev": 8.9364,
  "smiles": "CCc1ccc(O)cc1.CCC"
}



{
  "formula": "C11H18O",
  "method": "the ωB97M-V functional and the def2-TZVPD basis",
  "symbols": ["O", "C", "C", "C", "C", "C", "C", "H", "H", "H", "H", "H", "H", "C", "C", "C", "C", "C", "H", "H", "H", "H", "H", "H", "H", "H", "H", "H", "H", "H"],
  "positions_angstrom": [[-0.069011, -1.812026, -2.227882], [-0.797925, -1.094689, -1.313106], [-0.881404, -1.611756, -0.019925], [-1.607844, -0.926708, 0.950969], [-2.252723, 0.271998, 0.641584], [-2.165209, 0.782888, -0.652309], [-1.439627, 0.103097, -1.630848], [-0.095873, -1.333088, -3.091624], [-0.368913, -2.555570, 0.208476], [-1.669830, -1.338705, 1.966846], [-2.824244, 0.808358, 1.410536], [-2.667230, 1.724692, -0.910315], [-1.371678, 0.506903, -2.649632], [0.207095, 0.706990, 2.816506], [0.990804, -0.054140, 1.747414], [0.926756, 0.625788, 0.381553], [1.704638, -0.121229, -0.699563], [1.629445, 0.573317, -2.059143], [0.612713, 1.726571, 2.928510], [-0.854529, 0.780611, 2.526419], [0.270803, 0.194011, 3.790876], [2.050581, -0.136485, 2.056497], [0.586377, -1.080489, 1.655231], [-0.132405, 0.708074, 0.070320], [1.331814, 1.652075, 0.471579], [2.763171, -0.203459, -0.386180], [1.298964, -1.147457, -0.787438], [0.579447, 0.645845, -2.389071], [2.046688, 1.591805, -1.986981], [2.199147, 0.012776, -2.819299]],
  "atomic_forces_ev_per_a": [[-0.660, 0.620, -1.016], [-0.810, -0.404, -0.063], [-0.611, -0.326, -0.147], [-0.596, -0.402, -0.263], [-0.427, -0.072, -0.008], [-0.426, 0.007, -0.186], [-0.533, -0.127, -0.230], [0.082, -0.620, 0.991], [-0.256, 0.460, -0.123], [0.022, 0.209, -0.510], [0.285, -0.262, -0.404], [0.253, -0.461, 0.131], [-0.149, -0.198, 0.451], [0.015, 0.037, 0.135], [0.480, -0.110, 0.144], [-0.037, 0.293, 0.005], [0.451, -0.193, 0.302], [0.206, -0.002, -0.096], [-0.203, -0.318, 0.027], [0.583, 0.150, 0.335], [-0.044, 0.248, -0.287], [-0.359, -0.050, -0.057], [0.616, 0.563, 0.238], [1.293, 0.356, 0.440], [-0.169, -0.258, -0.011], [-0.334, -0.024, -0.149], [0.872, 0.689, 0.189], [0.798, 0.251, 0.066], [-0.188, -0.314, -0.128], [-0.155, 0.257, 0.226]],
  "lumo_ev": 0.856,
  "de_lowest_kcal_mol": 24.9,
  "e_homo_ev": -8.80,
  "largest_force_ev_per_a": 1.41,
  "gap_ev": 9.6545,
  "smiles": "Oc1ccccc1.CCCCC"
}



{
  "formula": "C11H18Se",
  "method": "the ωB97M-V functional and the def2-TZVPD basis",
  "symbols": ["C", "Se", "C", "C", "C", "C", "C", "C", "C", "C", "C", "C", "H", "H", "H", "H", "H", "H", "H", "H", "H", "H", "H", "H", "H", "H", "H", "H", "H", "H"],
  "positions_angstrom": [[-3.005555, 1.634393, -0.826754], [-1.796152, 1.216634, 0.650220], [-0.296375, 0.421918, -0.459847], [-0.697931, -0.914565, -1.074692], [-0.838416, -2.070686, -0.072956], [-2.278040, -2.268422, 0.415526], [0.077475, -1.892672, 1.096840], [0.908997, -0.866458, 1.253412], [0.960053, 0.269536, 0.340894], [2.060655, 1.040130, 0.239536], [2.180415, 2.262678, -0.616990], [3.323615, 0.701442, 0.986023], [-3.730805, 2.357301, -0.459639], [-2.430181, 2.072071, -1.639898], [-3.519466, 0.735671, -1.161076], [-0.188400, 1.156358, -1.262611], [-1.629019, -0.799816, -1.636754], [0.086887, -1.166859, -1.796185], [-0.546793, -2.997318, -0.588602], [-2.612558, -1.402146, 0.979946], [-2.333195, -3.139517, 1.066395], [-2.949566, -2.425707, -0.426103], [0.046439, -2.683589, 1.835058], [1.564883, -0.840259, 2.111466], [2.985697, 2.130327, -1.344231], [2.441927, 3.115356, 0.011574], [1.267804, 2.506130, -1.152464], [3.190150, 0.813134, 2.062593], [3.626972, -0.326095, 0.792768], [4.130482, 1.361044, 0.676564]],
  "atomic_forces_ev_per_a": [[0.227, -0.216, 0.111], [0.596, 0.072, -0.165], [-0.582, 0.537, -0.166], [0.006, -0.092, -0.062], [-0.207, 0.109, -0.051], [0.124, -0.069, 0.032], [0.082, -0.156, -0.080], [0.128, -0.245, 0.243], [0.119, 0.431, -0.144], [-0.395, -0.161, -0.116], [-0.188, -0.103, -0.067], [-0.114, -0.045, 0.060], [0.036, -0.017, -0.001], [-0.069, 0.033, -0.036], [-0.017, 0.053, -0.054], [0.066, -0.140, 0.138], [0.065, -0.023, -0.038], [-0.033, 0.008, -0.032], [0.002, 0.122, 0.069], [-0.061, -0.001, -0.015], [-0.055, -0.115, 0.040], [-0.097, -0.034, -0.075], [0.067, -0.041, 0.140], [0.049, -0.080, 0.130], [0.017, 0.063, 0.000], [0.050, 0.087, -0.015], [-0.032, 0.062, -0.018], [0.060, 0.005, 0.093], [0.073, -0.063, 0.048], [0.083, 0.018, 0.033]],
  "lumo_ev": 0.803,
  "de_lowest_kcal_mol": 0.0,
  "e_homo_ev": -7.80,
  "largest_force_ev_per_a": 0.81,
  "gap_ev": 8.6072,
  "smiles": "C[Se][C@@H]1C[C@H](C)C=CC1=C(C)C"
}



{
  "formula": "C11H19As2CoN5O4S",
  "method": "the ωB97M-V functional and the def2-TZVPD basis",
  "symbols": ["Co", "C", "As", "C", "C", "C", "C", "C", "C", "C", "As", "C", "C", "H", "H", "H", "H", "H", "H", "H", "H", "H", "H", "H", "H", "H", "H", "H", "H", "O", "S", "O", "O", "O", "N", "N", "N", "C", "N", "N", "H", "H", "H"],
  "positions_angstrom": [[-0.840823, 1.071516, 0.774817], [-2.581226, -1.655580, -1.336790], [-1.293924, -1.272023, 0.063136], [-1.793993, -2.439372, 1.521217], [0.359402, -2.045400, -0.619419], [0.300295, -3.248093, -1.318542], [1.445377, -3.820605, -1.849808], [2.671838, -3.192662, -1.689518], [2.746670, -2.001615, -0.984300], [1.598209, -1.427729, -0.444866], [1.834573, 0.200624, 0.629727], [2.953505, 1.376183, -0.413739], [2.846278, -0.362186, 2.160436], [-2.678511, -2.726869, -1.500980], [-2.266020, -1.171632, -2.258948], [-3.547805, -1.257114, -1.033094], [-1.723818, -3.479876, 1.208581], [-2.817025, -2.210966, 1.815906], [-1.129288, -2.241537, 2.358587], [-0.648511, -3.751698, -1.457559], [1.378668, -4.754959, -2.390324], [3.568987, -3.629562, -2.106556], [3.713302, -1.527481, -0.856438], [2.575250, 1.433058, -1.431985], [3.977336, 1.002262, -0.426385], [2.939361, 2.355927, 0.058715], [3.718647, -0.921049, 1.821740], [2.208438, -0.985625, 2.780269], [3.146472, 0.526568, 2.710724], [0.368095, 2.047926, 4.225216], [-0.050861, 1.550873, 2.970063], [0.920306, 1.976644, 1.799925], [-0.136168, 0.082126, 2.779967], [-1.359958, 2.072190, 2.430613], [-4.149019, 4.248821, -1.465390], [-2.884181, 3.800326, -1.157196], [-1.894614, 4.629675, -0.921009], [-0.930337, 3.799998, -0.569924], [-1.347390, 2.524228, -0.617976], [-2.623105, 2.550900, -0.977537], [-4.054860, 5.166716, -1.886662], [-4.578186, 3.597569, -2.113437], [0.058626, 4.109488, -0.281245]],
  "atomic_forces_ev_per_a": [[-0.298, 0.185, -0.188], [0.033, -0.018, 0.043], [0.124, 0.038, -0.066], [-0.015, 0.007, -0.043], [-0.068, 0.046, 0.031], [-0.028, -0.026, -0.024], [0.024, 0.023, 0.012], [-0.047, -0.007, 0.001], [0.063, 0.001, 0.002], [0.065, 0.021, 0.060], [0.017, -0.107, -0.031], [0.050, -0.039, 0.021], [0.026, -0.005, -0.039], [0.019, 0.002, 0.024], [0.003, 0.008, 0.007], [0.015, 0.018, 0.010], [0.009, 0.013, -0.019], [0.008, 0.011, 0.008], [-0.003, 0.004, -0.001], [0.002, 0.005, 0.001], [0.001, -0.002, -0.003], [0.003, -0.001, 0.000], [-0.011, 0.005, 0.010], [-0.018, 0.018, 0.012], [-0.022, -0.029, 0.003], [-0.023, -0.007, 0.007], [-0.006, 0.012, -0.014], [0.006, 0.013, 0.009], [-0.009, -0.003, 0.012], [0.025, 0.018, 0.054], [0.089, 0.048, -0.064], [0.008, -0.048, -0.076], [0.034, -0.112, 0.042], [-0.045, 0.018, 0.012], [-0.009, 0.007, -0.085], [-0.052, -0.094, 0.008], [0.069, 0.124, -0.085], [0.030, -0.122, -0.041], [0.005, 0.037, 0.403], [-0.097, -0.041, -0.155], [0.019, 0.021, 0.055], [0.008, -0.035, 0.035], [-0.002, -0.004, 0.051]],
  "lumo_ev": [-2.442, -5.124],
  "de_lowest_kcal_mol": 10.0,
  "e_homo_ev": [-11.51, -12.99],
  "largest_force_ev_per_a": 0.40,
  "gap_ev": [9.0718, 7.8668],
  "total_charge": 1,
  "s_squared": 6.01,
  "multiplicity": 5
}



{
  "formula": "C11H19B",
  "method": "the ωB97M-V functional and the def2-TZVPD basis",
  "symbols": ["C", "C", "C", "C", "C", "B", "C", "C", "C", "C", "H", "H", "H", "H", "H", "H", "H", "H", "H", "H", "H", "H", "H", "H", "H", "C", "C", "H", "H", "H", "H"],
  "positions_angstrom": [[-0.580442, -2.523214, 0.172279], [-1.257136, -1.598501, -0.736347], [-0.297785, -0.411103, -1.149882], [-1.096357, 0.551179, -2.029408], [-2.117588, 1.374295, -1.124978], [0.442511, 0.292042, -0.005346], [1.766153, 0.515827, 0.389694], [2.663040, -0.569089, -0.395243], [2.029203, -1.168710, -1.618953], [0.718649, -1.067033, -1.965034], [0.503151, -2.661020, -0.055138], [-1.051667, -3.464373, 0.269932], [-0.518768, -2.132933, 1.210128], [-2.147559, -1.087767, -0.323971], [-1.594904, -2.178458, -1.483766], [-0.430850, 1.334877, -2.324417], [-1.441464, -0.006561, -2.881777], [-2.545895, 2.092149, -1.838178], [-1.516481, 1.944217, -0.438410], [-2.977763, 0.853467, -0.729867], [2.309641, 1.043042, 1.204702], [3.148604, -1.222404, 0.441859], [3.510980, 0.099244, -0.853833], [2.743623, -1.770025, -2.244697], [0.318365, -1.400231, -2.926424], [-0.587274, 2.677947, 3.608094], [0.388262, 1.782359, 3.568414], [-1.216694, 2.877089, 4.487784], [-0.857447, 3.141678, 2.625580], [0.687302, 1.244874, 4.471132], [1.006588, 1.437134, 2.676069]],
  "atomic_forces_ev_per_a": [[1.980, 0.248, 2.813], [0.427, 3.490, 2.376], [-2.735, -0.535, 0.157], [-0.407, 0.776, 2.422], [0.085, -0.346, -3.039], [2.233, -0.551, -0.421], [-0.048, -0.511, 0.680], [1.275, 2.325, 0.935], [-0.659, -1.389, -0.601], [3.312, 0.110, -0.373], [-0.861, -0.159, -0.301], [-0.485, -1.139, -0.138], [-0.211, -0.022, -0.386], [0.283, -0.637, 0.244], [-1.051, -1.394, -3.560], [0.607, 0.306, -0.786], [-0.757, 0.105, -0.388], [-0.060, 0.184, 0.381], [-0.043, 0.086, 0.722], [0.194, -0.304, 0.529], [-0.562, -0.405, -1.029], [-0.876, 0.576, -1.959], [-1.071, -1.297, 0.997], [-0.880, 0.737, 0.441], [0.422, -0.288, 0.167], [-0.388, 0.008, -1.592], [1.148, -1.018, -0.051], [0.565, -0.005, -0.449], [0.006, -0.094, 1.164], [-0.169, 0.150, -0.057], [-1.274, 0.996, 1.102]],
  "lumo_ev": 0.217,
  "de_lowest_kcal_mol": 106.1,
  "e_homo_ev": -8.05,
  "largest_force_ev_per_a": 4.24,
  "gap_ev": 8.2645,
  "smiles": "CCC1(CC)B=CCC=C1.C=C"
}



{
  "formula": "C11H19BF9O",
  "method": "the ωB97M-V functional and the def2-TZVPD basis",
  "symbols": ["C", "C", "C", "C", "C", "C", "B", "F", "H", "H", "H", "H", "H", "H", "H", "H", "H", "H", "H", "H", "H", "H", "H", "C", "C", "C", "F", "F", "F", "F", "O", "C", "C", "F", "F", "F", "F", "H", "H", "H", "H"],
  "positions_angstrom": [[3.936029, -2.254447, 2.384166], [3.423331, -0.832230, 2.855601], [2.065586, -0.432670, 2.178940], [0.840610, -1.332589, 2.654707], [-0.123611, -1.473512, 1.435518], [-1.476016, -2.215615, 1.738985], [-2.385802, -1.558301, 2.943768], [-2.376465, -2.482918, 4.103769], [3.667948, -3.045199, 3.117768], [3.556547, -2.489344, 1.359913], [5.051138, -2.202541, 2.293274], [4.197843, -0.104788, 2.486893], [3.424579, -0.728909, 3.965003], [2.210974, -0.536733, 1.077759], [1.835882, 0.639181, 2.390643], [1.177852, -2.293682, 3.096812], [0.330479, -0.728294, 3.440821], [-0.374210, -0.454217, 1.028540], [0.387980, -2.048757, 0.611340], [-1.357187, -3.309011, 1.952479], [-2.092487, -2.136291, 0.796929], [-3.539756, -1.459841, 2.563010], [-2.038533, -0.440174, 3.264421], [-1.258392, 2.613761, -1.746112], [-0.347150, 1.368715, -1.591613], [0.919800, 1.309405, -2.453937], [0.673092, 1.314494, -3.774058], [1.594419, 0.162084, -2.199756], [-1.096796, 0.261650, -1.754933], [0.067047, 1.363912, -0.298005], [-2.431783, 2.526152, -2.578955], [-2.357016, 2.742774, -3.960166], [-2.701553, 1.487266, -4.771397], [-1.903720, 0.453052, -4.465689], [-2.547819, 1.730135, -6.095624], [-1.170114, 3.275773, -4.285664], [-3.276959, 3.689925, -4.241270], [-1.675639, 2.779828, -0.751551], [-0.684188, 3.515346, -1.963156], [1.586695, 2.145058, -2.223012], [-3.732635, 1.181554, -4.586157]],
  "atomic_forces_ev_per_a": [[0.255, 0.734, 0.259], [0.478, 0.293, -1.080], [0.199, -0.792, 0.856], [0.242, 1.601, -0.879], [-0.526, -1.088, 0.108], [-0.096, 0.620, -0.558], [-0.209, -0.861, -0.019], [0.159, 0.341, -0.023], [0.100, 0.370, -0.711], [0.071, 0.061, 0.898], [-0.819, -0.274, 0.220], [-0.605, -0.427, 0.395], [-0.233, -0.245, -0.708], [-0.139, 0.070, 0.650], [0.153, -0.704, -0.190], [-0.269, 0.448, -0.452], [0.144, -0.803, -0.375], [0.348, -0.973, 0.562], [-0.033, 0.677, 0.572], [0.234, 0.720, -0.202], [0.584, -0.244, 0.625], [-0.486, -0.026, -0.098], [0.413, 0.407, 0.222], [-0.369, 0.509, 0.217], [-1.020, -0.185, -0.100], [0.738, -0.240, 0.298], [-0.483, 0.166, -0.303], [-0.155, 0.028, 0.236], [0.150, -0.056, -0.309], [0.365, 0.436, -0.211], [0.648, -0.574, -0.864], [0.291, 0.546, 1.716], [-0.279, -0.468, -0.178], [0.275, 0.098, 0.228], [-0.013, 0.328, -0.016], [0.250, -0.245, -0.380], [-0.288, -0.156, -0.255], [-0.022, -0.234, -0.072], [0.131, -0.152, -0.267], [-0.119, 0.083, 0.098], [-0.063, 0.208, 0.090]],
  "lumo_ev": 2.424,
  "de_lowest_kcal_mol": 13.9,
  "e_homo_ev": -4.14,
  "largest_force_ev_per_a": 1.84,
  "gap_ev": 6.5606,
  "total_charge": -1
}